1.
Computed, not measured: C5H9N2P in the gas phase, with the ωB97M-V functional and the def2-TZVPD basis.

Atoms and positions in Å:
H -1.49 0.27 3.50
H -0.55 1.11 -2.31
N 0.22 0.58 2.34
H 2.26 1.51 1.10
H 1.94 0.96 -0.55
P -1.84 -0.68 1.48
H -0.83 -1.89 -1.37
C 1.91 0.66 0.53
N -0.98 0.22 2.64
H -2.04 0.13 -1.80
C -0.95 0.06 -2.05
C -0.30 -0.94 -1.11
H 0.79 -1.15 -1.47
C 0.54 0.26 1.07
C -0.49 -0.44 0.43
H -0.74 -0.43 -3.01
H 2.57 -0.23 0.57

## Properties
- Orbital gap: 9.6 eV
- Energy: -646.73808 Ha
- Largest force on an atom: 3.65 eV/Å
- ΔE to the lowest compared entry with this formula, charge and spin: 42.53 kJ/mol
- LUMO level: 0.88 eV
- Total charge: 0

---

2.
Computed, not measured: 2 unconnected molecules or ions with the total composition CH2N2OS2, with the ωB97M-V functional and the def2-TZVPD basis.

Atoms and positions in Å:
S 1.04 -1.09 1.88
N -3.14 -0.91 -0.74
N 0.93 1.14 0.18
H 0.83 1.62 -0.72
O 1.48 -1.00 -1.04
C -2.05 -0.59 -0.69
S 0.66 -0.51 0.07
H 0.23 1.33 1.06

## Properties
- Orbital gap (alpha / beta): 6.5 / 6.5 eV
- Energy: -1020.23588 Ha
- Largest force on an atom: 4.25 eV/Å
- ΔE to the lowest compared entry with this formula, charge and spin: 410.69 kJ/mol
- LUMO level (alpha / beta): -4.12 / -4.13 eV
- Total charge: 0

---

3.
Computed, not measured: a molecular structure, C10H26BF6HgN3O6S2, with the ωB97M-V functional and the def2-TZVPD basis.

Atoms and positions in Å:
F 2.12 -2.06 5.77
S 2.51 -3.58 1.39
H 4.26 1.85 1.21
O 1.01 -4.04 3.68
F 4.11 -1.75 0.26
H -1.53 3.09 2.14
H -3.92 3.41 2.62
O -1.65 -1.31 -1.35
B 3.24 2.18 1.06
H -2.39 -3.34 -0.96
O -0.01 -1.70 3.50
O 3.29 -4.39 2.38
C -0.50 -0.69 -3.45
Hg 0.57 0.51 0.51
H -0.91 -1.08 -5.46
H -0.89 4.83 -1.74
H 0.05 3.58 -2.17
F 3.46 -3.21 -1.22
S 1.13 -2.59 3.32
H -1.11 -2.71 -2.71
N 1.76 -2.24 1.71
H 0.43 4.45 -0.67
F 2.62 -0.65 4.37
C 2.55 -1.95 4.54
F 4.96 -3.76 0.15
H -1.07 0.23 -3.55
H -3.34 1.57 0.29
H -2.46 -1.72 -3.14
H -2.64 -2.25 0.33
C -0.37 4.00 -1.26
H -2.32 4.46 0.26
H 3.17 3.26 1.08
H 1.20 0.26 -3.04
C -0.01 -1.10 -4.85
H -4.79 3.48 1.01
H -3.16 3.53 -1.01
N -1.84 2.21 1.75
O -1.20 2.99 -0.66
C -1.47 -1.68 -2.68
C -2.94 2.45 0.79
H 0.52 -2.05 -4.94
O 1.59 -4.46 0.71
H -3.59 -2.02 -1.05
H 2.94 1.95 0.05
F 3.72 -2.62 4.47
H 1.27 -1.23 -2.68
C -2.43 3.48 -0.20
N 0.64 -0.45 -2.59
C 3.85 -2.98 0.04
H -2.27 1.73 2.53
C -2.58 -2.29 -0.75
H -4.73 2.04 2.01
H 2.56 1.83 1.81
H 0.72 -0.42 -5.29
C -4.15 2.91 1.68

## Properties
- Orbital gap: 4.3 eV
- Energy: -2585.73850 Ha
- Largest force on an atom: 6.19 eV/Å
- ΔE to the lowest compared entry with this formula, charge and spin: 850.47 kJ/mol
- LUMO level: -4.72 eV
- Total charge: 0

---

> Which value of ΔE to the lowest compared entry with this formula, charge and spin does entry 2 give?

410.69 kJ/mol

---

> Number 1 is which compound?

C5H9N2P

---

> Which of these has the highest largest force on an atom?

C10H26BF6HgN3O6S2